The following is a DFT calculation (wB97M-V/def2-TZVPD) of an isolated ion of composition C4H11O6SSi and charge -1 in a non-equilibrium geometry.

Results
SMILES string = CCO[Si](OC)(OC)S(=O)(=O)[O-]
F_max = 4.06 eV/A
multiplicity = 1
LUMO level = 3.67 eV
net charge = -1
frontier orbital gap = 0.3309 Ha

Each line ends with the Löwdin charge.
Geometry (Å):
C1 1.9524 0.2994 -1.8474  -0.07
C2 -1.5944 -1.5994 -1.5098  -0.08
C3 -0.4571 0.1765 3.1321  -0.20
C4 2.2416 0.5203 -0.3624  -0.30
O1 -2.7282 0.3820 0.3076  -0.40
O2 -1.3315 1.2634 -1.5446  -0.44
O3 -1.1726 2.2991 0.6141  -0.39
O4 -0.6581 -1.7710 -0.3447  -0.21
O5 -0.1866 -0.7777 2.2089  -0.21
O6 1.5886 -0.4617 0.4195  -0.21
Si1 -0.1405 -0.5928 0.5955  0.28
S1 -1.4203 1.0403 -0.0377  0.39
H1 2.1532 -0.6405 -2.1745  0.03
H2 0.8265 0.3343 -1.8783  0.07
H3 2.5797 0.9102 -2.4190  0.05
H4 -2.5742 -2.1196 -1.2190  0.11
H5 -0.9818 -1.9285 -2.3344  0.07
H6 -1.7846 -0.5481 -1.7064  0.01
H7 -1.1106 -0.2153 4.0286  0.11
H8 -0.9137 1.0667 2.5935  0.06
H9 0.5731 0.5999 3.5502  0.11
H10 1.8620 1.5083 0.0501  0.13
H11 3.2769 0.2543 -0.1219  0.11